Density functional theory data (ωB97M-V/def2-TZVPD) for a molecular structure, C33H61BBrFN6S3SiTi.

Properties
orbital gap	0.2631	hartree
HOMO	-13.57	eV
charge	+2
LUMO level	-6.411	eV
DFT total energy	-181082.736	eV
2S+1	1

Atoms and positions in Å:
Ti -1.12 0.05 -0.70
C 0.35 -2.79 2.22
C -0.56 -2.59 3.43
C 0.00 -1.54 4.40
C -0.70 -3.92 4.18
N -1.87 -2.15 2.95
C -3.05 -2.84 3.09
C -4.02 -2.16 2.45
N -3.45 -1.04 1.89
B -4.26 0.00 1.10
N -3.73 1.43 1.41
C -3.95 2.04 2.62
C -3.37 3.26 2.59
N -2.79 3.43 1.37
C -3.01 2.30 0.67
S -2.47 2.00 -0.93
C -2.05 4.62 0.91
C -0.61 4.20 0.59
C -2.01 5.67 2.02
C -2.78 5.20 -0.30
N -4.25 -0.29 -0.44
C -5.21 0.28 -1.22
C -5.11 -0.25 -2.47
N -4.08 -1.15 -2.47
C -3.56 -1.15 -1.23
S -2.17 -2.06 -0.71
C -3.73 -2.02 -3.61
C -4.61 -1.65 -4.80
C -4.01 -3.47 -3.19
C -2.26 -1.84 -4.02
C -2.15 -1.06 2.21
S -1.04 0.16 1.71
H 1.29 -3.23 2.54
H 0.57 -1.86 1.71
H -0.12 -3.47 1.51
H 0.97 -1.87 4.77
H -0.67 -1.42 5.25
H 0.12 -0.57 3.92
H 0.28 -4.22 4.53
H -1.07 -4.70 3.52
H -1.35 -3.82 5.04
H -3.12 -3.75 3.64
H -5.06 -2.38 2.35
H -5.39 -0.06 1.46
H -4.49 1.55 3.40
H -3.34 4.00 3.36
H -0.16 3.71 1.45
H -0.03 5.09 0.35
H -0.55 3.53 -0.27
H -1.50 5.31 2.90
H -3.00 6.01 2.29
H -1.46 6.54 1.65
H -2.80 4.51 -1.14
H -2.28 6.11 -0.63
H -3.80 5.45 -0.04
H -5.90 1.00 -0.84
H -5.72 -0.04 -3.33
H -5.66 -1.84 -4.59
H -4.33 -2.26 -5.66
H -4.48 -0.61 -5.08
H -5.05 -3.59 -2.92
H -3.39 -3.78 -2.35
H -3.79 -4.14 -4.02
H -2.06 -0.80 -4.28
H -2.07 -2.45 -4.90
H -1.56 -2.15 -3.25
C 3.46 0.09 -3.52
C 4.12 -0.79 -2.44
C 5.61 -0.92 -2.75
C 3.47 -2.18 -2.55
Si 3.93 -0.01 -0.64
Br 1.28 -0.04 -0.56
C 4.19 -1.20 0.92
C 5.69 -1.35 1.21
C 3.52 -0.63 2.19
C 3.60 -2.59 0.68
C 4.10 1.93 -0.37
C 5.60 2.28 -0.30
C 3.47 2.73 -1.52
C 3.43 2.41 0.92
H 3.49 -0.44 -4.47
H 3.98 1.03 -3.66
H 2.41 0.29 -3.29
H 5.74 -1.35 -3.75
H 6.11 -1.57 -2.04
H 6.11 0.04 -2.74
H 3.49 -2.49 -3.59
H 2.43 -2.16 -2.23
H 4.01 -2.93 -1.99
H 6.16 -0.40 1.43
H 6.22 -1.80 0.37
H 5.82 -2.00 2.07
H 4.09 0.20 2.60
H 3.49 -1.40 2.95
H 2.51 -0.30 1.99
H 4.22 -3.18 0.02
H 2.59 -2.54 0.28
H 3.55 -3.13 1.63
H 6.12 1.99 -1.20
H 6.08 1.79 0.54
H 5.71 3.36 -0.17
H 4.02 2.62 -2.45
H 3.49 3.79 -1.27
H 2.43 2.45 -1.68
H 3.95 2.07 1.81
H 2.39 2.09 0.98
H 3.44 3.50 0.94
F -0.94 0.24 -2.39